{"formula": "C20H40F12K2N2O16S4", "method": "ωB97M-V/def2-TZVPD", "symbols": ["K", "K", "C", "F", "F", "F", "S", "O", "O", "N", "S", "O", "O", "C", "F", "F", "F", "C", "F", "F", "F", "S", "O", "O", "N", "S", "O", "O", "C", "F", "F", "F", "C", "O", "C", "C", "O", "C", "H", "H", "H", "H", "H", "H", "H", "H", "H", "H", "C", "O", "C", "C", "O", "C", "H", "H", "H", "H", "H", "H", "H", "H", "H", "H", "C", "O", "C", "C", "O", "C", "H", "H", "H", "H", "H", "H", "H", "H", "H", "H", "C", "O", "C", "C", "O", "C", "H", "H", "H", "H", "H", "H", "H", "H", "H", "H"], "xyz": [[-3.2036, 3.0180, 0.2250], [1.7535, -0.9255, -0.5689], [0.1430, -0.1980, 2.6710], [0.9546, -1.2522, 2.6614], [-0.2648, 0.0979, 3.8815], [0.8078, 0.9061, 2.0804], [-1.4921, -0.5048, 1.7109], [-2.2744, -1.4068, 2.5108], [-2.1053, 0.8585, 1.5938], [-0.9285, -1.0969, 0.2088], [-2.2294, -1.1369, -0.6597], [-3.1790, -2.2047, -0.2603], [-2.8309, 0.1722, -0.8759], [-1.5379, -1.6086, -2.4582], [-2.4246, -2.4600, -3.0670], [-1.3325, -0.5593, -3.2701], [-0.3268, -2.2154, -2.2716], [6.7305, -2.2514, 8.5359], [6.4889, -3.4905, 9.0886], [5.8259, -1.4133, 8.9670], [7.8898, -1.7789, 8.9354], [6.5684, -2.3145, 6.6385], [6.9634, -0.9759, 6.1810], [7.4363, -3.4765, 6.1739], [4.9845, -2.8284, 6.3885], [4.2844, -1.5978, 5.7864], [4.4220, -0.3700, 6.5408], [4.6305, -1.4057, 4.3675], [2.3367, -2.0654, 5.8991], [2.0469, -2.9554, 4.9291], [2.1967, -2.7058, 7.0567], [1.4811, -1.0573, 5.9418], [-0.3513, 4.4821, 2.1777], [-1.1257, 4.8497, 0.9911], [-0.9621, 6.1917, 0.5565], [-2.2918, 6.6824, 0.1652], [-2.8989, 5.8713, -0.8476], [-3.9879, 6.5265, -1.4440], [-0.7852, 5.0807, 2.9786], [0.7111, 4.7231, 2.1408], [-0.4943, 3.4330, 2.4365], [-0.2976, 6.2685, -0.3041], [-0.4841, 6.8609, 1.2718], [-2.2101, 7.7430, -0.0722], [-2.8983, 6.6633, 1.0707], [-3.7630, 7.5154, -1.8435], [-4.8458, 6.6488, -0.7828], [-4.3318, 5.9986, -2.3335], [2.6887, 0.1307, -7.6594], [1.5292, -0.6342, -7.4721], [1.0440, -0.6849, -6.1050], [1.7153, -1.6798, -5.1834], [2.1017, -2.9414, -5.7807], [2.9239, -3.6658, -4.8300], [3.5384, -0.1775, -7.0503], [2.4469, 1.1827, -7.5078], [3.0671, 0.0275, -8.6764], [-0.0258, -0.8574, -5.9877], [1.1403, 0.2860, -5.6191], [0.9829, -1.9280, -4.4152], [2.4604, -1.1687, -4.5737], [3.2366, -4.4931, -5.4671], [2.3915, -4.0012, -3.9399], [3.8565, -3.1164, -4.7011], [-1.9447, 3.8873, -3.3180], [-2.8688, 3.0344, -2.6619], [-3.7448, 2.3267, -3.5999], [-4.9212, 3.2627, -4.1011], [-5.8522, 3.6119, -3.0929], [-6.6204, 2.6873, -2.4059], [-1.1762, 3.3859, -3.9062], [-1.4953, 4.4251, -2.4831], [-2.4012, 4.6682, -3.9262], [-4.2416, 1.5370, -3.0363], [-3.1339, 1.9065, -4.3988], [-5.5346, 2.7634, -4.8511], [-4.4291, 4.0832, -4.6233], [-6.8320, 3.2290, -1.4840], [-6.2088, 1.7453, -2.0435], [-7.6058, 2.5651, -2.8557], [-1.4034, -6.2804, 2.8429], [-1.0166, -6.0923, 1.4573], [-0.2415, -4.9007, 1.3095], [1.0264, -4.7151, 2.2494], [1.9225, -3.7348, 1.7668], [3.2297, -3.9028, 2.2455], [-2.0721, -5.4848, 3.1715], [-0.6272, -6.5215, 3.5692], [-1.9014, -7.2500, 2.8447], [-0.8723, -4.0390, 1.5279], [0.0704, -4.8683, 0.2655], [1.4112, -5.7347, 2.2686], [0.8259, -4.5109, 3.3012], [3.9964, -4.3225, 1.5943], [3.2047, -4.4857, 3.1662], [3.5622, -2.8900, 2.4730]], "e_lumo_ev": [-3.202, -7.411], "e_tot_ev": -165712.5444, "fmax_ev_per_a": 7.87, "s_squared": 0.764, "charge": 1, "orbital_gap_ev": [8.42, 4.21], "spin_multiplicity": 2}